1.
14
Properties=species:S:1:pos:R:3:forces:R:3 method="wB97M-V/def2-TZVPD" spin_multiplicity=1 e_lumo_ev=0.61 smiles="O=CO.NCN" de_lowest_ev=2.215 gap_ev=9.74
O -2.137 -2.308 -1.428 0.8 1.1 0.3
C -2.480 -1.593 -0.538 -2.0 -1.1 0.5
O -3.310 -2.147 0.447 0.0 2.2 -0.3
H -2.382 -0.483 -0.381 0.5 -0.8 -0.5
H -3.816 -1.374 0.823 0.8 -1.3 -0.1
N 2.435 1.456 0.788 2.4 -0.1 0.1
C 1.401 0.458 0.602 -1.1 2.2 -0.6
N 0.721 0.828 -0.668 0.9 2.3 -0.8
H 3.213 1.424 0.086 -1.2 -0.5 0.9
H 2.252 2.456 0.868 -1.0 -0.7 0.1
H 1.803 -0.547 0.466 0.3 0.1 0.7
H 0.611 0.506 1.489 1.8 -0.2 -1.8
H 1.331 1.274 -1.448 -0.9 -1.0 2.4
H 0.359 0.051 -1.107 -1.3 -2.2 -1.1

---

2.
15
Properties=species:S:1:pos:R:3:forces:R:3 method="wB97M-V/def2-TZVPD" spin_multiplicity=1 e_lumo_ev=0.95 de_lowest_ev=0.503 gap_ev=10.63
C -1.265 0.314 -2.024 -3.0 1.0 0.9
C -0.478 0.123 -0.766 -0.4 -0.9 -1.0
N -0.884 0.418 0.392 2.2 -0.9 0.4
N 1.343 -0.730 2.347 -1.0 -0.2 0.7
O 3.659 0.102 2.250 -1.0 4.3 -1.1
O 2.518 -0.479 0.185 -0.3 -0.8 -1.8
S 2.276 0.300 1.356 0.8 -0.2 2.2
H -1.740 1.359 -2.036 0.8 -1.3 -0.2
H -0.616 0.181 -2.868 -0.2 -0.3 -0.7
H -2.221 -0.379 -1.971 2.1 1.0 -0.5
H 0.431 -0.459 -0.998 0.0 0.5 1.0
H 3.740 -0.761 2.521 0.1 -3.6 1.0
H -1.767 0.843 0.345 -1.6 0.9 0.0
H 0.547 -1.166 1.868 0.7 0.3 -0.5
H 0.856 -0.250 3.118 0.8 0.2 -0.3

---

3.
15
Properties=species:S:1:pos:R:3:forces:R:3 method="wB97M-V/def2-TZVPD" spin_multiplicity=1 e_lumo_ev=0.78 de_lowest_ev=1.012 gap_ev=10.31
C 1.132 0.428 -0.034 0.3 -1.3 0.7
C -1.282 0.502 0.550 1.8 2.2 -0.8
N -0.149 0.744 -0.487 -3.1 -0.5 -0.8
N -1.419 -0.867 0.989 -1.8 -0.7 1.7
O 0.185 -1.367 -2.054 0.5 0.9 -1.5
O 0.190 0.973 -3.036 0.1 -0.1 0.0
S -0.585 0.181 -2.101 1.0 -0.7 1.6
H 1.916 0.697 -0.695 0.6 -0.6 -1.3
H 1.406 0.996 0.791 0.0 1.5 1.9
H 1.091 -0.576 0.373 1.1 -0.7 -0.5
H -0.995 1.282 1.396 -0.9 -1.4 -1.6
H -2.103 0.835 -0.118 -0.3 -0.2 1.3
H -1.933 -1.084 1.922 1.0 1.2 -2.3
H 0.769 -1.483 -2.882 -1.3 0.6 1.7
H -0.551 -1.331 1.099 1.0 -0.3 -0.1

---

4.
17
Properties=species:S:1:pos:R:3:forces:R:3 method="wB97M-V/def2-TZVPD" spin_multiplicity=1 e_lumo_ev=3.91 charge=-1 smiles="NC[C@@](N)(O)[P@](=O)([O-])O" de_lowest_ev=0.762 gap_ev=8.89
N -1.494 -1.792 0.185 0.2 -0.2 -0.5
C -1.523 -0.395 0.594 -1.0 0.3 0.0
C -0.346 0.475 0.164 2.1 3.1 0.9
N -0.621 1.147 -1.145 -0.8 -2.0 1.3
O -0.239 1.621 1.101 -2.9 0.1 -1.3
P 1.528 -0.060 0.202 0.4 -2.7 -0.7
O 1.606 -1.537 -0.162 -0.4 1.2 0.0
O 2.317 0.466 1.343 -0.9 0.4 0.9
O 2.151 0.811 -1.059 -0.2 0.2 -0.4
H -0.903 -1.800 -0.639 0.0 -0.4 -0.2
H -0.954 -2.354 0.820 0.3 0.0 0.4
H -2.506 0.005 0.062 1.9 -0.1 1.7
H -1.465 -0.311 1.711 -0.9 -0.1 -1.0
H 0.276 1.545 -1.336 0.4 0.4 -0.9
H -0.735 0.301 -1.724 0.1 0.8 -0.5
H 0.511 1.654 1.663 1.6 -0.8 0.5
H 2.395 0.222 -1.779 -0.2 -0.2 0.1

---

5.
15
Properties=species:S:1:pos:R:3:forces:R:3 method="wB97M-V/def2-TZVPD" spin_multiplicity=1 e_lumo_ev="-1.20 / -1.20" de_lowest_ev=5.190 gap_ev="8.17 / 8.17"
C 0.345 0.125 1.718 -1.7 0.4 4.4
C 0.958 -1.258 -0.274 1.1 -0.4 -0.5
N -2.318 0.695 -1.047 2.9 1.0 3.1
N 0.534 0.023 0.343 0.8 -0.4 -2.0
O 0.002 2.435 -0.073 -0.5 0.2 0.2
S 1.035 0.874 -2.296 -0.5 0.9 -0.7
S -0.009 1.162 -0.725 -1.5 -1.0 0.0
H -0.648 -0.329 2.089 1.0 0.6 -0.7
H 1.075 -0.516 2.249 0.0 0.5 -0.5
H 0.376 1.173 2.249 0.2 -1.8 -1.7
H 0.665 -1.067 -1.328 0.5 -1.2 0.7
H 2.124 -1.556 -0.257 -2.5 1.3 0.2
H 0.428 -2.132 0.133 -0.1 0.5 0.1
H -2.279 0.649 -2.010 0.2 0.1 -3.0
H -2.290 -0.276 -0.769 0.1 -0.5 0.3

---

6.
14
Properties=species:S:1:pos:R:3:forces:R:3 method="wB97M-V/def2-TZVPD" spin_multiplicity=1 e_lumo_ev=0.31 de_lowest_ev=0.000 gap_ev=8.30
C -0.495 -1.586 -0.900 -0.3 0.7 -2.3
C -0.450 1.757 -0.614 1.5 -0.7 -3.0
N 0.940 0.732 1.428 -0.2 -0.2 2.4
N 0.428 -1.103 0.122 -0.2 2.0 -1.9
P -0.049 -0.740 1.745 1.8 0.7 -0.2
P 1.112 0.684 -0.234 -2.2 -1.8 0.2
H -1.381 -0.835 -1.223 1.7 -1.6 1.0
H 0.114 -1.719 -1.888 -1.0 0.2 1.7
H -0.889 -2.591 -0.681 -0.1 0.5 0.1
H -1.367 1.552 -0.112 -0.4 -0.3 0.8
H -0.673 1.659 -1.763 0.5 0.5 2.0
H -0.061 2.775 -0.396 -0.4 -0.5 -0.2
H 1.741 0.874 2.026 0.0 0.1 -0.1
H 1.031 -1.459 2.491 -0.9 0.4 -0.5

---

7.
13
Properties=species:S:1:pos:R:3:forces:R:3 method="wB97M-V/def2-TZVPD" spin_multiplicity=1 e_lumo_ev=0.81 smiles="[H]/N=C/N.CS" de_lowest_ev=1.368 gap_ev=9.72
H 1.634 1.050 2.957 1.4 0.2 -0.2
N 1.601 0.255 2.338 -1.1 -0.6 0.6
C 1.808 0.377 1.110 -1.9 0.7 -0.7
N 1.145 -0.644 0.297 2.0 0.4 2.0
H 2.323 1.255 0.701 -0.3 -0.2 -0.6
H 1.689 -1.432 0.622 -0.9 -1.0 -0.7
H 0.876 -0.629 -0.667 0.9 0.4 -0.3
C -1.886 0.252 -1.657 -0.1 -1.1 0.9
S -2.163 -1.348 -0.679 0.3 2.0 0.4
H -2.396 0.085 -2.603 0.5 0.3 -0.1
H -0.806 0.326 -1.663 0.1 0.1 -0.9
H -2.222 1.160 -1.154 -0.5 -0.4 0.0
H -1.603 -0.707 0.399 -0.3 -0.9 -0.3

---

8.
13
Properties=species:S:1:pos:R:3:forces:R:3 method="wB97M-V/def2-TZVPD" spin_multiplicity=1 e_lumo_ev=-3.65 charge=+1 de_lowest_ev=2.271 gap_ev=11.28
C 0.183 2.114 -0.367 -1.7 -1.2 -0.1
C 0.259 -1.879 0.008 -2.8 1.1 -1.1
N -0.792 1.374 0.035 4.7 -0.5 -2.2
N 1.184 -1.146 0.587 3.5 -4.7 -0.3
N -0.910 -1.239 -0.145 3.1 -1.8 1.2
H 1.009 1.748 -0.943 0.5 -1.2 0.0
H 0.295 3.160 -0.348 -0.7 1.6 0.6
H 0.326 -2.888 -0.463 0.5 0.8 1.0
H 0.917 -0.231 0.546 0.1 3.3 0.7
H 2.202 -1.499 0.674 -2.5 1.2 -0.2
H -1.050 -0.267 0.094 0.6 1.0 0.2
H -1.638 -1.608 -0.623 -2.4 -1.9 -1.8
H -1.553 1.783 0.411 -2.8 2.5 1.8

---

What are the electronic energy values for these records? In order: -9277.696; -20112.599; -20112.089; -22666.396; -28897.725; -23760.146; -16017.427; -6666.358 eV.